C13H21N2O4S | ωB97M-V/def2-TZVPD

XYZ file:
```
41
Properties=species:S:1:pos:R:3:forces:R:3
C 0.958 1.359 0.413 -0.33 -0.19 -0.79
C 0.788 1.304 -1.076 1.01 1.86 -1.38
O 1.333 2.033 -1.886 -1.01 -1.91 1.43
O -0.123 0.316 -1.499 0.51 -0.25 0.67
C 0.298 -0.409 -2.601 0.02 0.73 -0.69
S 0.093 -2.172 -2.183 -0.92 -0.03 0.43
C 1.337 -2.607 -0.958 0.71 -0.45 0.09
C 2.692 -3.069 -1.489 -0.35 0.05 -0.64
C 3.375 -2.172 -2.514 0.54 0.18 0.37
C 4.345 -1.100 -1.933 -0.38 -0.29 -0.16
N 4.118 -0.638 -0.585 0.05 0.12 -0.17
H 0.766 0.377 0.821 -0.04 -0.07 0.39
H 1.952 1.719 0.626 0.28 0.09 0.12
H 0.246 2.076 0.800 -0.22 0.09 0.26
H -0.341 -0.226 -3.458 -0.25 -0.22 -0.20
H 1.313 -0.168 -2.888 0.25 -0.07 0.04
H 0.481 -2.772 -3.323 0.39 0.11 0.01
H 1.410 -1.776 -0.267 -0.14 0.47 -0.09
H 0.884 -3.416 -0.399 -0.29 -0.14 0.09
H 2.540 -4.042 -1.944 -0.07 -0.26 -0.03
H 3.328 -3.247 -0.632 0.16 0.00 0.28
H 2.663 -1.684 -3.171 -0.30 -0.01 -0.13
H 3.953 -2.822 -3.160 0.15 -0.08 -0.25
H 4.314 -0.246 -2.596 0.11 0.30 -0.10
H 5.351 -1.493 -2.001 0.28 -0.09 0.13
H 4.162 -1.360 0.113 0.00 -0.05 0.22
H 3.300 -0.064 -0.479 -0.12 0.11 0.12
C -2.811 1.309 1.344 0.01 0.01 0.02
C -3.844 0.483 1.767 0.10 0.06 -0.02
C -4.688 0.894 2.785 -0.08 -0.19 -0.05
C -4.482 2.132 3.361 0.11 -0.06 -0.16
C -3.459 2.967 2.958 0.14 0.18 -0.01
C -2.618 2.548 1.941 -0.01 -0.14 -0.05
N -5.389 2.580 4.433 0.04 -0.02 -0.01
O -6.262 1.817 4.777 -0.17 -0.17 0.05
O -5.200 3.681 4.897 0.06 0.22 0.08
H -2.158 0.985 0.543 -0.01 0.00 -0.03
H -3.996 -0.481 1.302 -0.03 -0.02 0.00
H -5.494 0.259 3.121 -0.05 0.08 0.08
H -3.319 3.930 3.426 -0.10 0.00 0.07
H -1.815 3.195 1.613 -0.01 0.06 0.00
```
Forces are in eV/Å.

The LUMO energy is -3.5 eV. The max |F| comes out at 2.59 eV Å⁻¹. For the HOMO energy, the calculation gives -12.24 eV. As for the orbital gap: 8.71 eV. As for the total charge: +1. The value obtained for the total energy is -1316.2199 hartree.

***

C13H21N3O3S | ωB97M-V/def2-TZVPD

XYZ file:
```
41
Properties=species:S:1:pos:R:3:forces:R:3
C 5.095 -1.423 1.483 -1.54 0.48 -0.59
O 3.951 -2.315 1.264 1.05 0.02 0.47
C 2.737 -1.747 1.036 0.80 1.10 -1.70
C 2.599 -0.759 0.073 0.03 0.36 0.81
C 1.390 -0.039 -0.001 3.79 1.90 -3.02
C 1.709 1.252 -0.781 -1.53 1.09 1.40
C 0.241 -0.440 0.549 -1.76 -1.31 2.21
S -1.331 0.502 0.502 -1.77 4.59 0.61
O -2.512 -0.170 0.994 0.80 -1.41 -0.64
O -1.233 1.812 1.183 1.25 -1.73 -0.78
N -1.595 0.975 -1.148 1.73 0.99 4.23
C -2.891 1.524 -1.477 0.74 -1.19 -1.04
C -2.870 3.041 -1.740 -0.20 -1.09 0.32
C -3.606 3.112 -3.058 2.20 0.05 -1.36
N -3.579 1.764 -3.711 1.57 -0.25 -1.59
N -3.186 0.758 -2.746 -0.54 1.70 0.83
C 0.376 -1.520 1.491 -0.78 -0.54 0.10
C -0.801 -1.986 2.307 -0.68 -2.54 -1.14
C 1.599 -2.156 1.704 -0.27 -0.62 1.23
C 1.746 -3.285 2.720 -0.56 0.71 -0.72
H 5.987 -2.001 1.619 0.22 -0.50 -0.33
H 5.181 -0.639 0.717 0.20 -0.70 -0.26
H 4.940 -0.844 2.369 -0.30 0.13 0.95
H 3.453 -0.340 -0.510 -0.75 -0.65 0.71
H 2.434 1.905 -0.190 -0.83 -1.04 -0.71
H 2.118 1.041 -1.762 -0.07 0.03 -0.12
H 0.762 1.819 -0.825 0.64 0.10 -0.52
H -1.331 0.205 -1.641 0.36 -2.45 -2.42
H -3.612 1.274 -0.753 -0.85 -0.36 1.16
H -1.830 3.320 -1.827 0.18 0.33 0.13
H -3.400 3.611 -0.939 0.67 -0.49 -0.59
H -4.592 3.347 -2.834 -1.98 0.63 -0.12
H -3.105 3.902 -3.704 -1.03 -1.03 0.43
H -2.787 1.676 -4.416 -1.48 0.79 1.13
H -3.943 0.098 -2.566 -0.14 0.56 -0.19
H -1.123 -1.332 3.030 -0.94 2.44 1.11
H -0.685 -2.839 2.982 0.97 -0.32 -0.64
H -1.676 -2.299 1.692 0.65 0.64 0.29
H 2.724 -3.642 2.849 1.61 0.03 -0.17
H 1.417 -3.015 3.697 -0.57 0.23 0.65
H 1.227 -4.147 2.370 -0.87 -0.67 -0.10
```
Forces are in eV/Å.

The LUMO energy is 0.7 eV. The max |F| comes out at 5.20 eV Å⁻¹. For the HOMO energy, the calculation gives -8.60 eV. As for the orbital gap: 9.26 eV. As for the total charge: 0. Its structure (SMILES) is COc1cc(C)c(S(=O)(=O)N[C@H]2CCNN2)c(C)c1C. The value obtained for the total energy is -1295.9879 hartree.

***

C13H21N3O4S | ωB97M-V/def2-TZVPD

XYZ file:
```
42
Properties=species:S:1:pos:R:3:forces:R:3
C 3.463 0.595 -1.243 -2.62 1.82 -1.39
C 3.877 0.164 0.071 -4.58 1.01 1.03
O 4.928 -0.214 0.413 2.57 -0.98 1.03
N 2.772 0.328 0.982 1.09 -0.90 0.64
C 1.480 0.671 0.702 1.92 -0.87 8.32
N 0.869 1.156 -0.179 -3.58 2.20 -4.42
N -0.439 1.561 0.078 3.89 0.90 -10.61
C -1.083 2.140 -1.295 -3.06 -0.21 6.14
O -2.245 2.570 -1.161 3.87 -1.05 -1.13
C -0.270 1.976 -2.482 -5.60 7.19 -1.19
H -1.000 2.595 -3.254 2.01 -1.82 1.42
H -0.146 1.083 -2.770 0.49 -7.03 -2.07
H 0.629 2.423 -2.529 3.09 1.85 0.51
C -0.899 1.769 1.306 0.80 -4.38 3.46
C -1.207 3.088 1.612 6.33 -1.00 12.58
H -1.657 3.060 2.880 1.04 0.13 -3.74
H -1.893 3.403 1.133 -8.58 4.82 -6.53
H -0.318 3.639 1.802 0.55 1.04 -0.61
C -2.084 0.936 1.268 -7.09 -1.25 3.91
C -2.151 -0.463 0.726 -6.45 -0.14 -4.84
O -3.134 -1.013 0.006 4.04 2.95 4.08
O -1.020 -0.939 0.801 5.06 -4.29 -0.15
C -0.627 -2.216 0.104 -0.25 -1.12 1.20
C -0.914 -2.211 -1.286 3.55 0.57 -8.71
H -0.259 -1.286 -2.132 -1.93 -2.30 2.95
H -0.471 -3.178 -1.928 -0.61 2.13 2.37
H -1.889 -2.262 -1.678 -1.39 0.64 0.29
C 0.892 -2.418 0.327 -7.82 -9.58 4.94
H 1.064 -3.601 0.118 -0.13 2.93 -0.03
H 1.512 -1.876 -0.061 6.44 6.10 -4.99
H 1.036 -2.413 1.380 0.28 0.29 1.14
C -1.518 -3.434 0.570 1.38 3.54 6.08
H -1.169 -4.343 0.332 1.53 -3.06 -1.59
H -2.559 -3.366 0.455 -1.16 0.58 -0.71
H -1.379 -3.467 1.779 -0.40 0.13 -2.45
H -2.393 0.831 2.415 -0.13 0.14 -2.23
H -2.987 1.393 0.713 1.51 -0.05 1.12
S 0.431 0.977 2.567 0.13 0.53 -3.75
H 2.946 0.117 1.965 0.00 0.00 -0.62
H 2.432 0.178 -1.603 2.25 -0.02 0.52
H 4.356 0.322 -1.797 -0.40 0.86 -1.21
H 3.027 1.726 -1.109 1.97 -2.28 -0.76
```
Forces are in eV/Å.

The LUMO energy is -0.3 eV. The max |F| comes out at 14.12 eV Å⁻¹. For the HOMO energy, the calculation gives -8.64 eV. As for the orbital gap: 8.30 eV. As for the total charge: 0. The value obtained for the total energy is -1370.9840 hartree.